# 1
# C23H21BFFeN7O3

A structure of composition C23H21BFFeN7O3 at a distorted geometry (ωB97M-V with the def2-TZVPD basis set, the OMol25 dataset).

Calculated values
**<S²>**: 0.876
**LUMO level (spin up / spin down)**: -4.3 / -3.7 eV
**Multiplicity**: 2
**Charge**: +1

Element x y z (Å)
Fe (-0.25303, 0.36682, 0.23065)
C (3.48873, -0.19989, -1.47265)
C (2.53032, 0.67488, -0.97035)
N (1.66207, 0.00103, -0.21626)
N (2.02153, -1.29098, -0.23900)
C (3.12301, -1.44217, -0.98018)
B (1.14954, -2.30307, 0.51050)
N (-0.19116, -2.40261, -0.23035)
C (-0.71803, -3.37995, -0.97181)
C (-1.96355, -2.96719, -1.41934)
C (-2.12324, -1.69111, -0.89195)
N (-1.05121, -1.37260, -0.16595)
N (0.84030, -1.68878, 1.87879)
C (1.08789, -2.14722, 3.11316)
C (0.64139, -1.21408, 4.02840)
C (0.11422, -0.18320, 3.25418)
N (0.24333, -0.48336, 1.96312)
H (4.32548, 0.03637, -2.10545)
H (2.44069, 1.74221, -1.09301)
H (3.58813, -2.40722, -1.09225)
H (1.68458, -3.36716, 0.59702)
H (-0.18652, -4.30325, -1.13068)
H (-2.66008, -3.51534, -2.02800)
H (-2.95024, -1.00576, -0.98758)
H (1.55445, -3.10665, 3.25927)
H (0.69372, -1.27064, 5.10073)
H (-0.34563, 0.74233, 3.56041)
C (-2.05495, 5.17633, -5.08514)
C (-2.18403, 3.76934, -5.65948)
C (-1.37625, 3.64691, -6.93954)
C (-1.37823, 2.21716, -7.45252)
C (-0.77287, 1.32082, -6.41092)
C (-0.04702, 0.20430, -6.74401)
C (0.47998, -0.61755, -5.74738)
F (1.17450, -1.69966, -6.11995)
C (0.29801, -0.35404, -4.42339)
C (-0.45092, 0.77669, -4.06282)
C (-0.70608, 1.03820, -2.65673)
O (-0.18428, 0.27367, -1.79302)
C (-1.56713, 2.10625, -2.36890)
C (-2.03500, 2.90588, -3.38558)
N (-1.72212, 2.74480, -4.66612)
C (-0.97424, 1.62441, -5.04836)
C (-2.00163, 2.40689, -0.98533)
O (-2.93236, 3.13493, -0.75637)
O (-1.27117, 1.82393, -0.04252)
H (-2.13162, 5.89671, -5.89838)
H (-1.08176, 5.30680, -4.60914)
H (-2.83486, 5.41827, -4.36555)
H (-3.23338, 3.55520, -5.87735)
H (-0.34880, 3.97111, -6.74922)
H (-1.80601, 4.31893, -7.68106)
H (-0.82637, 2.13358, -8.38764)
H (-2.40701, 1.89851, -7.64757)
H (0.12315, -0.05265, -7.78192)
H (0.70912, -0.99447, -3.65628)
H (-2.70188, 3.71695, -3.12981)

Force components x, y, z for each atom (eV/Å):
Fe 1.151 -1.428 -1.925
C -0.040 0.032 -0.001
C 0.060 0.075 0.097
N -0.337 -0.077 0.165
N 0.283 -0.030 0.011
C 0.052 0.124 -0.032
B 0.148 -0.296 0.081
N -0.156 -0.216 -0.020
C -0.145 0.041 -0.075
C -0.008 0.030 0.041
C -0.105 0.009 0.045
N 0.150 0.299 0.036
N 0.028 -0.049 0.168
C -0.061 0.093 0.080
C 0.011 -0.005 0.007
C -0.007 0.024 0.003
N -0.433 0.675 0.231
H 0.033 0.009 0.061
H -0.050 -0.020 -0.061
H -0.041 -0.012 0.009
H -0.024 0.030 -0.007
H 0.011 0.003 0.067
H -0.003 -0.017 0.028
H 0.042 0.037 -0.016
H 0.032 0.014 -0.042
H -0.022 0.004 -0.009
H -0.002 -0.003 -0.019
C -0.034 -0.021 0.044
C 0.023 0.117 -0.034
C 0.022 -0.140 -0.024
C 0.044 -0.002 0.080
C -0.105 0.093 -0.025
C 0.057 -0.045 0.000
C -0.016 0.012 -0.035
F 0.017 0.026 -0.008
C -0.012 0.028 0.049
C 0.046 -0.046 0.025
C 0.140 -0.189 -0.015
O -0.111 0.381 -0.101
C -0.069 0.077 0.036
C -0.032 -0.032 0.013
N -0.016 -0.067 -0.064
C 0.013 0.003 0.015
C -0.108 0.016 -0.072
O 0.088 0.023 0.125
O -0.538 0.373 1.116
H -0.034 -0.009 -0.001
H 0.003 0.019 -0.023
H 0.025 0.004 0.016
H 0.007 -0.075 -0.002
H -0.008 0.038 -0.028
H -0.007 0.048 0.045
H -0.011 -0.020 -0.004
H 0.009 0.003 -0.062
H -0.010 0.000 0.004
H -0.021 -0.013 -0.004
H 0.070 0.055 0.009


# 2
# C23H21BrCaN3O3

A structure of composition C23H21BrCaN3O3 (ωB97M-V with the def2-TZVPD basis set, the OMol25 dataset).

Calculated values
**Relative energy (zero: lowest compared OMol25 entry of this formula, charge and spin)**: 0.0 kJ/mol
**LUMO level**: -2.7 eV
**Charge**: +1

Element x y z (Å)
Ca (-0.30178, 0.02395, 0.25492)
O (3.49319, 1.42709, 0.65168)
C (2.38121, 1.27863, 0.18484)
O (1.80920, 0.17256, -0.13904)
C (1.52887, 2.54062, -0.00355)
C (2.16364, 3.79842, 0.00140)
C (1.40948, 4.92316, -0.14032)
C (0.00524, 4.81304, -0.26880)
C (-0.84987, 5.92959, -0.40606)
C (-2.20098, 5.76488, -0.51636)
C (-2.76040, 4.47098, -0.49769)
C (-1.95689, 3.37311, -0.36875)
C (-0.55678, 3.51552, -0.25099)
N (0.22274, 2.40045, -0.12629)
H (3.23628, 3.82111, 0.12420)
H (1.86817, 5.90426, -0.15105)
H (-0.41230, 6.91999, -0.42211)
H (-2.84870, 6.62410, -0.62260)
H (-3.83169, 4.35351, -0.59358)
H (-2.37763, 2.37305, -0.36673)
O (-2.71238, -0.31165, 0.43324)
C (-3.05500, -0.91576, 1.70345)
C (-3.34473, 0.12113, 2.77355)
C (-2.19031, 1.09760, 3.03876)
C (-0.94665, 0.44422, 3.58018)
C (-0.74602, 0.30246, 4.94658)
C (0.42606, -0.27557, 5.40606)
C (1.37757, -0.69070, 4.48789)
C (1.10703, -0.52630, 3.14356)
N (-0.03422, 0.01463, 2.69646)
H (-3.50293, 0.07735, 0.04536)
H (-2.19714, -1.53514, 1.97226)
H (-3.91279, -1.57653, 1.57097)
H (-3.59943, -0.40892, 3.69457)
H (-4.23378, 0.69093, 2.48926)
H (-2.53667, 1.84332, 3.75440)
H (-1.93659, 1.64273, 2.12489)
H (-1.49514, 0.66136, 5.63982)
H (0.60043, -0.38426, 6.46810)
H (2.31591, -1.12230, 4.80421)
H (1.83145, -0.81282, 2.38841)
Br (-2.47818, -5.77917, -0.77379)
C (-0.98398, -4.63852, -0.61205)
C (0.30662, -5.13238, -0.71413)
C (1.36012, -4.24365, -0.58826)
C (1.09183, -2.90334, -0.36350)
N (-0.15875, -2.43566, -0.25978)
C (-1.17762, -3.28805, -0.38724)
H (0.47783, -6.18542, -0.89037)
H (2.38231, -4.58517, -0.66658)
H (1.88645, -2.17203, -0.27057)
H (-2.17975, -2.88370, -0.31658)

Force components x, y, z for each atom (eV/Å):
Ca -0.275 -0.126 -0.141
O -0.033 -0.047 -0.053
C 0.273 0.142 0.090
O -0.017 -0.059 0.068
C -0.096 0.100 -0.042
C 0.086 0.017 0.010
C -0.005 -0.029 0.000
C -0.086 -0.202 0.004
C -0.015 0.070 -0.003
C 0.030 0.043 0.000
C 0.017 -0.067 0.006
C -0.025 -0.019 -0.009
C 0.069 0.205 0.000
N 0.025 -0.185 0.049
H -0.002 0.008 -0.004
H 0.000 0.006 0.001
H -0.004 0.003 0.000
H 0.008 0.008 0.001
H -0.002 -0.008 -0.001
H -0.021 0.010 -0.003
O 0.083 -0.007 0.032
C -0.089 0.004 0.167
C 0.063 0.015 -0.076
C -0.039 -0.057 0.008
C 0.029 0.000 0.134
C 0.004 0.003 -0.020
C -0.021 0.007 -0.034
C 0.015 -0.006 0.030
C 0.010 -0.008 0.041
N -0.039 0.027 -0.145
H -0.012 0.009 -0.031
H 0.000 0.003 -0.001
H 0.033 -0.018 -0.047
H 0.000 -0.024 -0.004
H 0.002 0.003 0.002
H 0.026 0.031 -0.019
H -0.029 0.029 0.007
H -0.004 0.003 -0.005
H 0.007 -0.003 0.003
H 0.005 -0.002 -0.015
H -0.006 0.004 -0.012
Br 0.104 0.092 0.012
C -0.095 -0.074 -0.011
C -0.028 -0.007 0.005
C 0.013 0.022 -0.003
C 0.006 -0.096 -0.009
N 0.021 0.236 0.032
C -0.005 -0.093 -0.018
H 0.005 0.000 -0.001
H 0.006 0.015 -0.001
H -0.001 0.008 -0.004
H 0.007 0.018 0.009


| no. | calculated total energy (a.u.) |
| --- | --- |
| 1 | -2886.41246 |
| 2 | -4530.65783 |